Molecular formula: C5H10O
Method: DFT, wB97M-V/def2-TZVPD

Properties
- total energy (eV) = -7391.9622
- orbital gap (eV) = 9.2
- HOMO energy (eV) = -8.36
- energy above the lowest of the compared OMol25 structures with the same formula, charge and spin (kcal/mol) = 64.64

CARTESIAN COORDINATES (ANGSTROEM)
C1 -0.963 -0.611 -1.244
C2 -0.993 -0.172 0.221
C3 0.301 -0.331 1.079
C4 1.608 -0.387 0.299
C5 -1.090 1.314 0.482
O1 -0.285 1.912 -0.394
H1 -0.145 -0.141 -1.795
H2 -1.899 -0.306 -1.729
H3 -0.878 -1.698 -1.354
H4 -1.819 -0.676 0.734
H5 0.205 -1.146 1.800
H6 1.705 0.493 -0.346
H7 2.455 -0.390 0.992
H8 1.686 -1.277 -0.336
H9 0.318 0.579 1.710
H10 -0.208 2.835 -0.119